No. 1
Molecular formula: C5H6ClNO
Method: DFT, ωB97M-V/def2-TZVPD

Last column: natural (NBO) charge in e.
Element x y z (Å)
C  -0.88060  -1.43724  -0.74878  -0.617
C  0.18996  -0.39653  -0.62529  -0.252
C  -0.12982  1.08786  -0.48884  -0.170
C  0.53909  0.35897  0.57287  0.120
C  -0.31838  0.55041  1.80387  0.254
H  -0.98321  -1.95046  -1.73305  0.240
H  -1.96300  -0.86426  -0.58629  0.211
H  -0.68101  -2.14558  0.23129  0.235
H  1.14454  -0.69137  -1.18355  0.268
H  -1.20081  1.43818  -0.41547  0.269
H  2.38818  1.10638  0.92398  0.497
N  -0.90386  0.56411  2.76993  -0.306
O  1.85196  0.23869  1.06310  -0.665
Cl  0.94697  2.14084  -1.58376  -0.083

Cartesian forces (eV/Å) of the 6 atoms listed first:
C -2.70 0.04 2.98
C -0.01 -0.64 -1.76
C 1.28 1.24 -4.04
C -0.15 0.19 4.66
C 1.66 -1.83 -2.78
H 0.52 0.25 0.98

**Structure (SMILES)**: C[C@H]1[C@H](Cl)[C@@]1(O)C#N
**Relative energy (zero: lowest compared OMol25 entry of this formula, charge and spin)**: 314.53 kJ/mol
**Frontier orbital gap**: 10.94 eV
**HOMO energy**: -0.38498 hartree

No. 2
Molecular formula: C48H51F6NO5SSeSn
Method: DFT, ωB97M-V/def2-TZVPD

Last column: Mulliken charge in e.
Element x y z (Å)
Sn  -0.15487  0.18157  -0.00335  0.987
C  -4.05559  0.90852  7.13704  -1.662
C  -3.76505  -0.45850  6.49636  1.865
C  -5.09537  -1.04736  6.02181  -2.153
C  -3.16851  -1.39746  7.55544  -1.662
C  -2.78147  -0.27920  5.34127  -0.523
C  -3.03659  -0.68975  4.04170  0.111
C  -2.14155  -0.40493  3.02405  -0.587
Se  -2.56721  -1.05402  1.25647  0.005
C  -1.69273  -2.77261  1.34928  -0.672
C  -2.48408  -3.89277  1.55995  -0.129
C  -1.91959  -5.15410  1.63841  -0.531
C  -0.52720  -5.22964  1.51650  -0.224
C  0.29466  -4.13887  1.30293  -0.465
C  -0.28994  -2.83534  1.18571  1.076
O  0.43477  -1.78406  0.96889  -0.265
C  1.81152  -4.30161  1.17662  2.823
C  2.26938  -3.82387  -0.21073  -1.296
C  2.26119  -5.75723  1.33736  -2.594
C  2.50531  -3.47623  2.27391  -1.832
C  -2.73341  -6.42950  1.85451  1.874
C  -4.23785  -6.15174  1.87559  -2.184
C  -2.45531  -7.42056  0.71300  -1.640
C  -2.33975  -7.06263  3.19789  -1.633
C  -0.95335  0.35520  3.20994  1.107
O  -0.25167  0.78546  2.22300  -0.726
C  -0.61726  0.62331  4.57768  -0.005
C  -1.54728  0.33454  5.56355  -0.449
C  0.71857  1.23703  5.03486  2.396
C  1.35456  0.30891  6.08657  -1.761
C  1.76021  1.42322  3.92591  -1.976
C  0.45592  2.61386  5.66803  -1.763
H  -4.79420  0.81054  7.93955  0.468
H  -4.44303  1.59794  6.38505  0.344
H  -3.15094  1.34659  7.56004  0.311
H  -5.80299  -1.08645  6.85413  0.440
H  -4.95920  -2.06053  5.63853  0.348
H  -5.52881  -0.43434  5.22990  0.400
H  -3.86012  -1.52863  8.39461  0.458
H  -2.23025  -0.99892  7.94479  0.310
H  -2.96122  -2.37433  7.11470  0.329
H  -3.93136  -1.24183  3.78327  0.406
H  -3.55066  -3.73952  1.66452  0.422
H  -0.06860  -6.20801  1.59237  0.343
H  1.79767  -4.41475  -0.99836  0.364
H  3.35657  -3.91429  -0.30884  0.487
H  1.99079  -2.78494  -0.36522  -0.258
H  1.83715  -6.39389  0.55695  0.406
H  1.98542  -6.16085  2.31557  0.433
H  3.34950  -5.80084  1.25035  0.463
H  2.25711  -2.42336  2.16070  0.173
H  3.59217  -3.59220  2.21000  0.464
H  2.17433  -3.80612  3.26266  0.364
H  -4.55693  -5.67174  0.94874  0.410
H  -4.50662  -5.50294  2.71138  0.349
H  -4.78567  -7.09189  1.98076  0.437
H  -2.70254  -6.95814  -0.24409  0.356
H  -3.05701  -8.32781  0.83088  0.469
H  -1.40453  -7.70960  0.68441  0.293
H  -2.52866  -6.35600  4.00819  0.340
H  -1.27832  -7.31375  3.21498  0.304
H  -2.91425  -7.97623  3.38526  0.462
H  -1.30144  0.60424  6.58583  0.151
H  1.51772  -0.68184  5.65810  0.331
H  0.72342  0.19655  6.96983  0.296
H  2.31981  0.71163  6.40814  0.488
H  1.95185  0.48651  3.40357  0.217
H  2.69574  1.77481  4.37552  0.501
H  1.42985  2.14667  3.18557  0.284
H  -0.21887  2.53679  6.52301  0.283
H  -0.00033  3.27729  4.93142  0.352
H  1.39388  3.06344  6.00943  0.463
F  -3.45485  5.37418  -5.28410  -0.341
C  -2.98924  4.89365  -4.11175  0.626
C  -2.39056  3.64776  -4.04159  -0.256
F  -2.27787  2.91883  -5.16753  -0.331
C  -1.91184  3.16749  -2.84196  0.050
F  -1.32985  1.96296  -2.84251  -0.158
C  -1.99983  3.88294  -1.62776  0.220
S  -1.41521  3.28931  -0.14242  -0.503
C  -2.61421  5.14716  -1.75613  0.305
F  -2.75095  5.93115  -0.67670  -0.339
C  -3.09060  5.63960  -2.95150  0.092
F  -3.66237  6.86059  -3.00885  -0.329
C  4.39293  -0.58280  -6.37148  -1.637
C  5.37610  -0.75640  -5.21220  0.404
C  6.52218  0.23780  -5.35399  -1.019
C  7.45664  0.14206  -4.15704  -1.040
C  6.67581  0.44831  -2.90930  1.002
C  7.25707  1.06731  -1.82548  -0.825
C  6.50965  1.29248  -0.67623  0.153
F  7.11934  1.90411  0.36715  -0.378
C  5.20371  0.90461  -0.58019  -1.132
C  4.59401  0.27797  -1.67181  0.240
C  3.18082  -0.15705  -1.52910  1.139
O  2.58208  0.13482  -0.49411  -0.706
C  2.69404  -0.95501  -2.62841  0.212
C  3.47450  -1.12016  -3.71982  -0.540
N  4.71020  -0.57580  -3.91414  0.375
C  5.32349  0.05996  -2.84996  -0.506
C  1.31523  -1.67508  -2.71759  -0.011
O  1.30530  -2.64764  -3.48846  -0.829
O  0.36436  -1.19854  -2.05346  -0.472
H  4.94930  -0.44788  -7.30016  0.429
H  3.77269  0.29928  -6.20713  0.381
H  3.73838  -1.44287  -6.49398  0.481
H  5.79096  -1.77224  -5.24935  0.102
H  6.10738  1.24852  -5.41042  0.346
H  7.05198  0.03404  -6.28554  0.400
H  8.29948  0.82789  -4.25758  0.417
H  7.86380  -0.87305  -4.09460  0.319
H  8.29709  1.36787  -1.86079  0.470
H  4.61708  1.05961  0.31575  0.745
H  3.08051  -1.74951  -4.50522  0.674

Cartesian forces (eV/Å) of the 6 atoms listed first:
Sn 0.34 -0.40 0.59
C -0.01 -0.08 -0.03
C 0.01 -0.02 0.03
C 0.11 0.02 0.00
C -0.04 0.04 -0.03
C -0.04 -0.01 0.04

**Relative energy (zero: lowest compared OMol25 entry of this formula, charge and spin)**: 56.37 kJ/mol
**Frontier orbital gap**: 5.44 eV
**Total charge**: -2
**HOMO energy**: -0.07305 hartree

No. 3
Molecular formula: C12H19NO2
Method: DFT, ωB97M-V/def2-TZVPD

Last column: natural (NBO) charge in e.
Element x y z (Å)
C  5.04459  0.63115  0.03905  -0.626
C  3.63823  0.11280  0.02659  -0.019
C  2.78952  0.37435  -1.04240  -0.228
C  1.48731  -0.08658  -1.04329  -0.143
C  0.99536  -0.81768  0.03029  -0.058
C  1.83825  -1.07768  1.10082  -0.198
C  3.14408  -0.62078  1.09675  -0.212
H  3.78724  -0.83342  1.93926  0.206
H  1.47298  -1.64426  1.94666  0.206
C  -0.42582  -1.31867  0.01052  -0.234
N  -1.32114  -0.29157  -0.49314  -0.451
C  -2.56837  -0.79253  -1.02152  -0.228
H  -2.32603  -1.51879  -1.80255  0.200
C  -3.53668  -1.46589  -0.02875  -0.089
O  -4.26095  -0.47668  0.67627  -0.734
H  -4.92429  -0.90255  1.22886  0.472
H  -2.97795  -2.10309  0.67051  0.159
H  -4.22733  -2.10410  -0.59702  0.164
H  -3.10058  0.04078  -1.48352  0.207
C  -1.45773  0.83035  0.42088  -0.260
C  -1.68184  2.14642  -0.33211  -0.057
O  -1.70822  3.24993  0.54249  -0.714
H  -2.40785  3.10311  1.18940  0.461
H  -2.61369  2.10142  -0.91143  0.151
H  -0.85162  2.32419  -1.01794  0.180
H  -0.52666  0.92618  0.98478  0.211
H  -2.28203  0.68052  1.13442  0.187
H  -0.48769  -2.17598  -0.66926  0.206
H  -0.70061  -1.67111  1.01998  0.170
H  0.83030  0.12253  -1.87349  0.214
H  3.15580  0.94503  -1.88417  0.206
H  5.08520  1.58466  0.56700  0.220
H  5.70941  -0.06268  0.54912  0.215
H  5.40882  0.79062  -0.97308  0.215

Cartesian forces (eV/Å) of the 6 atoms listed first:
C -0.04 0.07 0.05
C 0.02 -0.05 0.03
C 0.03 -0.03 0.03
C -0.02 -0.04 0.04
C 0.05 -0.07 0.09
C -0.10 -0.02 -0.06

**Structure (SMILES)**: Cc1ccc(CN(CCO)CCO)cc1
**Relative energy (zero: lowest compared OMol25 entry of this formula, charge and spin)**: 56.35 kJ/mol
**Frontier orbital gap**: 9.06 eV
**HOMO energy**: -0.30672 hartree

No. 4
Molecular formula: C30H26ClF3IrO2SbSe3Te
Method: DFT, ωB97M-V/def2-TZVPD

Last column: natural (NBO) charge in e.
Element x y z (Å)
Ir  -1.01207  -0.92003  2.01832  0.594
Se  -1.75365  1.02234  3.27456  -0.269
Se  -0.21139  1.22735  4.95424  -0.227
Te  0.01538  -1.23743  5.80837  0.097
Se  -0.96674  -2.59754  4.01454  -0.520
Cl  5.05155  -5.16447  2.08590  -0.040
C  3.53136  -4.34401  1.79948  -0.119
C  2.51744  -4.99718  1.07112  -0.170
C  1.33092  -4.37623  0.81814  -0.305
C  1.05844  -3.04403  1.27176  0.528
O  -0.05427  -2.50249  0.94058  -0.737
C  2.09782  -2.41785  2.01902  -0.335
C  2.00913  -1.07963  2.54002  0.450
O  1.05414  -0.30160  2.45196  -0.631
C  3.31687  -3.08419  2.26511  -0.145
H  2.68861  -6.00972  0.72635  0.217
H  0.54436  -4.87752  0.26924  0.218
H  2.91297  -0.70131  3.04371  0.143
H  4.08833  -2.57427  2.83093  0.220
C  -2.82202  -2.26507  -0.57252  -0.603
C  -3.55436  -1.42698  0.48370  -0.188
C  -4.93050  -2.03968  0.75748  -0.601
C  -3.73477  0.01355  -0.01653  -0.591
C  -2.74025  -1.37646  1.76558  -0.024
H  -3.46734  -2.39724  -1.44585  0.197
H  -2.55258  -3.24788  -0.18196  0.219
H  -1.89414  -1.78450  -0.88289  0.224
H  -5.53144  -2.06255  -0.15501  0.200
H  -5.47256  -1.46078  1.50918  0.208
H  -4.83399  -3.06322  1.12761  0.209
H  -4.42600  0.02031  -0.86489  0.204
H  -2.78198  0.42936  -0.34044  0.210
H  -4.13530  0.66492  0.76414  0.217
H  -3.32833  -1.63225  2.65669  0.161
F  6.24487  1.13284  -2.12326  -0.335
C  4.93960  1.02201  -1.77867  0.398
C  4.47427  -0.19113  -1.32385  -0.293
C  3.12967  -0.28713  -0.97562  -0.233
C  2.27454  0.80729  -1.07758  -0.299
C  2.79420  2.01738  -1.53957  -0.223
C  4.12987  2.13550  -1.89525  -0.293
Sb  0.18708  0.55299  -0.60195  1.194
C  -0.51193  1.16528  -2.55604  -0.409
C  -0.83482  0.13676  -3.44386  -0.134
C  -1.29282  0.39857  -4.72994  -0.314
C  -1.43640  1.71400  -5.11428  0.395
F  -1.89064  1.98491  -6.36183  -0.336
C  -1.13636  2.76510  -4.27415  -0.292
C  -0.67473  2.47956  -2.99453  -0.209
C  -0.03317  2.45759  0.33085  -0.398
C  0.94101  2.92659  1.20939  -0.198
C  0.75062  4.09345  1.93619  -0.273
C  -0.42955  4.78513  1.76827  0.388
F  -0.62059  5.92920  2.46811  -0.337
C  -1.42523  4.35570  0.91793  -0.247
C  -1.21864  3.18032  0.20855  -0.218
H  5.14740  -1.03432  -1.24190  0.230
H  2.75395  -1.23862  -0.61293  0.224
H  2.15350  2.88828  -1.62103  0.218
H  4.54632  3.06745  -2.25438  0.225
H  -0.73040  -0.89857  -3.13437  0.205
H  -1.54161  -0.39444  -5.42264  0.224
H  -1.26339  3.78209  -4.62156  0.224
H  -0.43249  3.30561  -2.33664  0.222
H  1.85746  2.36727  1.35625  0.222
H  1.49231  4.45702  2.63461  0.227
H  -2.34204  4.92347  0.83129  0.217
H  -2.01555  2.82111  -0.43326  0.212

Cartesian forces (eV/Å) of the 6 atoms listed first:
Ir 1.29 -0.30 0.14
Se -0.67 0.29 -0.15
Se 0.40 -0.30 0.27
Te 0.26 0.45 0.57
Se -0.22 -0.07 -0.22
Cl -0.10 0.04 -0.01

**Relative energy (zero: lowest compared OMol25 entry of this formula, charge and spin)**: 0.00 kJ/mol
**Frontier orbital gap (alpha / beta)**: 5.83 / 5.74 eV
**Total charge**: -1
**HOMO energy (alpha / beta)**: -0.12971 / -0.13479 hartree
**2S+1**: 2